55
Properties=species:S:1:pos:R:3:forces:R:3 method="wB97M-V/def2-TZVPD" lumo_ev=2.9 e_homo_ev=-4.13 charge=-1 mol_weight_g_mol=444.6 gap_ev=7.1
As 0.473 -0.478 0.734 -1.6 0.6 -1.8
Cl 1.789 -1.289 -4.194 0.1 0.2 0.1
F -2.932 2.120 0.147 0.1 -0.1 -0.4
O 2.492 -2.647 3.201 0.5 0.8 -0.9
O -3.764 -3.299 1.033 -0.1 -0.1 0.1
O -2.113 -2.008 1.058 -0.1 0.3 0.2
O 2.698 -1.877 -0.851 -0.3 0.5 0.7
N -2.753 -3.087 1.603 0.1 0.2 -0.2
N 1.502 -0.573 2.531 1.6 -1.1 0.4
N 1.946 0.641 0.121 -0.4 0.9 0.1
C 2.098 -1.595 2.768 -1.4 -0.2 1.8
C -1.988 0.972 2.034 -0.3 1.3 -0.1
C -0.548 1.111 1.526 0.1 -0.2 0.6
C -0.610 -0.223 -0.961 0.6 0.2 -0.8
C -0.830 -1.758 1.684 0.3 -1.1 1.2
C -3.103 1.036 0.993 -0.4 -0.6 1.3
C 1.142 -3.644 -0.035 -0.6 -0.3 0.4
C 1.450 2.945 -0.851 -0.5 0.6 0.6
C 0.486 4.078 -0.414 -1.0 -0.2 -1.0
C -0.249 -4.065 -0.592 0.1 -0.4 0.3
C 1.996 2.082 0.315 1.6 0.7 -0.7
C -0.098 -0.830 -2.287 -1.3 0.7 -0.7
C -0.806 4.084 -1.279 0.2 -0.2 0.0
C 1.112 -0.163 -2.929 0.2 -0.4 -0.1
B 1.534 -2.104 -0.090 0.9 -0.7 -0.8
H -0.603 1.949 0.831 0.3 -0.2 -0.3
H 2.750 0.305 0.629 0.0 -0.4 -0.1
H 1.723 2.506 1.292 -0.6 -0.3 0.0
H -0.138 -4.703 -1.469 0.1 0.2 -0.2
H 0.959 2.339 -1.608 0.0 -0.2 0.1
H -1.011 3.098 -1.698 0.0 -0.1 0.1
H 3.485 -2.139 -0.365 0.2 -0.3 -0.2
H -0.760 -4.692 0.141 -0.2 0.1 0.0
H -3.269 0.097 0.470 0.3 0.2 -0.6
H 3.069 2.334 0.286 0.0 -0.2 0.2
H 0.936 5.060 -0.563 0.2 0.0 0.4
H -0.917 -1.407 2.719 -0.6 0.4 -0.2
H 1.177 -3.976 1.010 0.0 0.2 0.1
H -0.595 0.858 -1.137 0.1 0.0 0.2
H -0.403 -2.746 1.885 0.3 0.1 -0.6
H -1.686 4.334 -0.690 0.0 0.3 -0.1
H 1.889 -4.274 -0.525 0.2 0.3 -0.2
H -2.167 1.906 2.591 0.1 0.0 0.1
H -0.921 -3.250 -0.849 0.1 0.1 0.1
H 2.272 3.440 -1.372 0.2 -0.3 0.0
H -0.708 4.752 -2.136 -0.1 0.1 0.0
H -0.902 -0.581 -2.998 0.0 -0.2 0.0
H 0.062 1.462 2.358 0.0 -0.1 0.1
H -0.104 -1.916 -2.369 0.6 -0.1 0.5
H 0.809 0.710 -3.501 -0.1 0.1 0.1
H -1.674 -0.449 -0.899 0.1 -0.3 0.4
H -4.022 1.235 1.555 -0.1 0.0 -0.1
H -2.232 0.211 2.775 0.3 -0.4 -0.3
H 1.907 0.125 -2.249 0.1 -0.4 0.1
H 0.151 3.984 0.618 0.4 -0.1 0.2

***

66
Properties=species:S:1:pos:R:3:forces:R:3 method="wB97M-V/def2-TZVPD" lumo_ev="3.9 / 3.9" de_lowest_kcal_mol=41.6 e_homo_ev="1.06 / 1.05" charge=-2 spin_multiplicity=5 mol_weight_g_mol=694.4 gap_ev="2.8 / 2.8"
Br -3.060 -1.047 0.690 -0.2 0.6 -0.2
Cr -0.438 -0.701 0.250 -0.7 -1.6 -0.9
S 0.321 -0.353 3.520 0.0 2.4 0.2
S 0.139 -2.902 2.845 -2.3 -2.4 -2.3
F 2.795 -2.607 3.030 0.6 0.0 0.3
F -2.018 -1.382 4.563 0.3 0.8 -0.9
F -1.280 0.323 5.571 0.4 0.5 0.1
F 2.132 -4.667 2.792 0.1 0.2 0.1
F 2.054 -3.278 1.119 0.5 -0.2 0.0
F -2.119 0.608 3.604 -0.2 -0.3 0.0
O 0.033 -3.088 4.265 0.4 0.6 0.0
O -0.261 -2.667 -0.720 0.4 1.2 0.4
O 0.016 4.185 2.080 0.7 1.0 -0.4
O 0.527 1.010 3.023 -0.2 -0.9 0.5
O -0.728 -3.717 2.023 1.5 1.2 0.9
O -1.649 -0.902 -4.102 0.8 -0.1 0.4
O 1.273 -0.802 4.512 -0.8 0.3 -0.8
O 1.692 0.114 -0.070 0.1 0.4 -0.1
O -0.897 -5.691 -0.856 0.6 0.6 -0.9
N -0.978 1.726 0.661 0.7 -0.2 0.1
N -0.494 0.095 -1.784 0.9 -1.1 -2.3
N -0.010 -1.271 2.258 1.5 -2.2 2.5
C 0.620 3.651 0.915 0.1 -0.8 0.4
C -1.532 0.841 -2.525 -1.0 -0.4 2.1
C -0.471 2.992 0.121 -2.5 0.3 -1.1
C 0.929 5.003 2.782 -0.3 -0.6 0.7
C 0.321 -5.174 -1.191 -1.4 -0.5 1.7
C 1.925 -3.408 2.429 -1.6 0.6 -0.6
C -1.384 -0.213 4.344 0.1 -0.7 0.7
C 0.499 -3.590 -1.432 -0.3 -0.2 -0.3
C -1.716 3.910 -0.052 0.7 1.4 0.2
C -2.168 -1.468 -5.267 -1.4 0.7 0.0
C 2.769 -0.037 0.806 1.0 -0.4 0.6
C -1.690 0.490 -3.987 0.2 0.4 0.6
C 0.842 0.465 -2.284 1.7 1.1 0.9
C 2.067 -0.028 -1.436 -0.5 -0.5 0.5
H 1.585 -3.394 -1.332 0.4 -0.1 0.1
H -0.601 -0.808 -2.264 -0.2 -0.8 1.1
H -3.222 -1.159 -5.332 -0.2 -0.1 -0.1
H 0.380 5.378 3.645 0.1 0.1 0.0
H -1.047 1.832 1.669 0.0 -0.2 0.1
H 1.378 2.919 1.219 -0.1 -0.2 0.0
H -2.183 -2.550 -5.167 0.5 0.0 -0.1
H -0.237 2.909 -0.944 1.0 -0.6 0.2
H -1.723 -1.081 -6.190 0.5 -0.3 0.0
H 2.465 0.245 1.810 -0.1 0.1 -0.1
H 1.777 4.407 3.135 0.0 -0.1 0.1
H 3.652 0.552 0.524 -0.2 0.5 -0.2
H -1.368 4.875 -0.445 -0.1 0.1 0.0
H 1.172 4.402 0.339 -0.4 0.3 -0.1
H -0.872 1.000 -4.508 -0.2 -0.2 -0.8
H 1.005 0.226 -3.337 -0.1 -0.2 0.0
H 2.982 0.569 -1.527 -0.3 0.5 -0.7
H 0.913 1.551 -2.171 -0.1 0.1 -0.3
H 1.352 5.847 2.228 -0.3 0.0 -0.4
H 0.338 -3.492 -2.523 -0.4 0.3 -0.4
H -2.683 0.879 -4.237 0.1 0.1 -0.6
H -2.440 3.552 -0.784 0.1 -0.5 0.1
H 1.037 -5.459 -0.388 0.6 0.3 0.4
H -1.469 1.911 -2.317 0.3 0.1 -0.5
H 0.757 -5.706 -2.064 0.3 0.4 -0.8
H -2.222 4.148 0.882 0.0 -0.3 0.1
H 2.416 -1.055 -1.583 -0.6 -0.2 -0.3
H -1.928 1.605 0.322 -0.1 -0.3 0.1
H 3.171 -1.055 0.851 -0.4 -0.2 -0.2
H -2.448 0.534 -2.008 -0.1 -0.1 -0.1